Below is 13 unconnected molecules or ions with the total composition C54H53Cl12F7O3 in a non-equilibrium geometry, with properties calculated with ωB97M-V with the def2-TZVPD basis set.

Results
spin multiplicity = 2
LUMO (alpha / beta) = 1.4 / 1.4 eV
net charge = -1
highest occupied orbital energy (alpha / beta) = -0.92 / -6.63 eV

Last columns: bonded neighbours and bond lengths (Å).
Geometry (Å):
1 C 0.42 0.43 -5.24  Cl2 1.799, Cl3 1.786, Cl4 1.779, Cl5 1.782
2 Cl -0.42 1.64 -4.21  C1 1.799
3 Cl 1.91 -0.20 -4.49  C1 1.786
4 Cl -0.70 -0.93 -5.52  C1 1.779
5 Cl 0.79 1.17 -6.82  C1 1.782
6 C 1.85 1.18 6.34  Cl7 1.791, Cl8 1.758, Cl9 1.792, Cl10 1.840
7 Cl 0.61 0.80 7.58  C6 1.791
8 Cl 1.33 2.60 5.44  C6 1.758
9 Cl 3.37 1.56 7.20  C6 1.792
10 Cl 2.14 -0.17 5.13  C6 1.840
11 C -3.66 4.57 -2.41  Cl12 1.770, Cl13 1.756, Cl14 1.777, Cl15 1.791
12 Cl -3.83 5.52 -0.92  C11 1.770
13 Cl -5.27 4.29 -3.03  C11 1.756
14 Cl -2.66 5.51 -3.54  C11 1.777
15 Cl -2.88 3.03 -1.95  C11 1.791
16 C 6.88 2.36 2.17  C17 1.544, H20 1.090, H21 1.090, H22 1.090
17 C 5.36 2.06 2.20  C16 1.544, O18 1.212, C19 1.505
18 O 4.52 2.74 1.66  C17 1.212
19 C 4.95 0.87 3.02  C17 1.505, H23 1.090, H24 1.090, H25 1.090
20 H 7.03 3.39 1.88  C16 1.090
21 H 7.31 1.77 1.36  C16 1.090
22 H 7.27 2.14 3.17  C16 1.090
23 H 5.43 -0.04 2.67  C19 1.090
24 H 3.86 0.82 3.04  C19 1.090
25 H 5.22 1.00 4.07  C19 1.090
26 C 1.81 -4.92 -0.51  C27 1.522, H30 1.090, H31 1.090, H32 1.090
27 C 1.32 -3.50 -0.80  C26 1.522, O28 1.246, C29 1.510
28 O 1.99 -2.52 -0.43  C27 1.246
29 C 0.00 -3.37 -1.53  C27 1.510, H33 1.090, H34 1.090, H35 1.090
30 H 2.84 -4.88 -0.16  C26 1.090
31 H 1.69 -5.48 -1.44  C26 1.090
32 H 1.25 -5.40 0.28  C26 1.090
33 H -0.71 -2.96 -0.81  C29 1.090
34 H -0.36 -4.34 -1.86  C29 1.090
35 H 0.20 -2.75 -2.41  C29 1.090
36 C 6.02 0.18 -3.01  C37 1.458, H40 1.090, H41 1.090, H42 1.090
37 C 5.87 0.47 -1.59  C36 1.458, O38 1.216, C39 1.581
38 O 6.73 1.18 -1.09  C37 1.216
39 C 4.55 -0.02 -0.88  C37 1.581, H43 1.090, H44 1.090, H45 1.090
40 H 5.96 -0.86 -3.34  C36 1.090
41 H 6.99 0.42 -3.44  C36 1.090
42 H 5.28 0.77 -3.56  C36 1.090
43 H 3.90 0.86 -0.90  C39 1.090
44 H 4.75 -0.30 0.16  C39 1.090
45 H 4.09 -0.82 -1.45  C39 1.090
46 F -9.05 -0.34 2.70  C47 1.309
47 C -8.22 -0.49 1.70  F46 1.309, C48 1.372, C52 1.387
48 C -6.90 -0.73 2.01  C47 1.372, C49 1.402, H53 1.080
49 C -5.98 -0.82 0.96  C48 1.402, C50 1.425, H54 1.080
50 C -6.41 -0.63 -0.38  C49 1.425, C51 1.377, H55 1.080
51 C -7.74 -0.36 -0.62  C50 1.377, C52 1.377, H56 1.080
52 C -8.66 -0.30 0.40  C47 1.387, C51 1.377, H57 1.080
53 H -6.70 -0.86 3.07  C48 1.080
54 H -4.94 -1.11 1.04  C49 1.080
55 H -5.72 -0.72 -1.21  C50 1.080
56 H -8.03 -0.13 -1.63  C51 1.080
57 H -9.68 -0.08 0.13  C52 1.080
58 F 4.54 -6.93 4.07  C59 1.368
59 C 4.06 -5.72 3.64  F58 1.368, C60 1.374, C64 1.417
60 C 4.73 -5.05 2.64  C59 1.374, C61 1.410, H65 1.080
61 C 4.21 -3.81 2.21  C60 1.410, C62 1.389, H66 1.080
62 C 3.06 -3.26 2.75  C61 1.389, C63 1.403, H67 1.080
63 C 2.42 -3.95 3.79  C62 1.403, C64 1.403, H68 1.080
64 C 2.92 -5.18 4.27  C59 1.417, C63 1.403, H69 1.080
65 H 5.65 -5.38 2.20  C60 1.080
66 H 4.83 -3.18 1.59  C61 1.080
67 H 2.67 -2.31 2.42  C62 1.080
68 H 1.68 -3.43 4.38  C63 1.080
69 H 2.42 -5.70 5.07  C64 1.080
70 F -1.06 -3.57 2.54  C71 1.354
71 C -2.40 -3.68 2.43  F70 1.354, C72 1.413, C76 1.426
72 C -2.99 -3.82 1.15  C71 1.413, C73 1.410, H77 1.080
73 C -4.38 -4.03 1.03  C72 1.410, C74 1.378, H78 1.080
74 C -5.12 -4.16 2.18  C73 1.378, C75 1.385, H79 1.080
75 C -4.57 -3.92 3.43  C74 1.385, C76 1.391, H80 1.080
76 C -3.20 -3.78 3.61  C71 1.426, C75 1.391, H81 1.080
77 H -2.32 -3.58 0.34  C72 1.080
78 H -4.85 -4.17 0.06  C73 1.080
79 H -6.18 -4.36 2.13  C74 1.080
80 H -5.20 -4.02 4.31  C75 1.080
81 H -2.84 -3.69 4.63  C76 1.080
82 F -3.74 1.14 -5.18  C83 1.350
83 C -4.26 0.13 -4.46  F82 1.350, C84 1.395, C88 1.343
84 C -5.55 -0.31 -4.74  C83 1.395, C85 1.385, H89 1.080
85 C -6.03 -1.47 -4.14  C84 1.385, C86 1.396, H90 1.080
86 C -5.20 -2.20 -3.29  C85 1.396, C87 1.394, H91 1.080
87 C -3.92 -1.73 -3.01  C86 1.394, C88 1.380, H92 1.080
88 C -3.49 -0.56 -3.60  C83 1.343, C87 1.380, H93 1.080
89 H -6.25 0.33 -5.24  C84 1.080
90 H -7.06 -1.76 -4.31  C85 1.080
91 H -5.63 -3.05 -2.77  C86 1.080
92 H -3.19 -2.29 -2.45  C87 1.080
93 H -2.47 -0.22 -3.52  C88 1.080
94 F 2.19 7.42 1.49  C95 1.406
95 C 1.53 6.18 1.47  F94 1.406, C96 1.375, C100 1.448
96 C 0.33 6.02 0.83  C95 1.375, C97 1.374, H101 1.080
97 C -0.30 4.80 0.77  C96 1.374, C98 1.379, H102 1.080
98 C 0.29 3.69 1.34  C97 1.379, C99 1.408, H103 1.080
99 C 1.54 3.77 1.97  C98 1.408, C100 1.394, H104 1.080
100 C 2.20 5.01 2.01  C95 1.448, C99 1.394, H105 1.080
101 H -0.09 6.87 0.31  C96 1.080
102 H -1.29 4.71 0.35  C97 1.080
103 H -0.21 2.74 1.44  C98 1.080
104 H 1.82 2.87 2.50  C99 1.080
105 H 3.18 5.07 2.45  C100 1.080
106 F 3.28 2.46 -4.66  C107 1.311
107 C 2.50 3.28 -3.98  F106 1.311, C108 1.405, C112 1.349
108 C 1.74 4.21 -4.70  C107 1.405, C109 1.374, H113 1.080
109 C 0.89 5.02 -3.99  C108 1.374, C110 1.368, H114 1.080
110 C 0.76 4.91 -2.64  C109 1.368, C111 1.406, H115 1.080
111 C 1.62 4.02 -1.98  C110 1.406, C112 1.358, H116 1.080
112 C 2.49 3.21 -2.63  C107 1.349, C111 1.358, H117 1.080
113 H 1.66 4.12 -5.78  C108 1.080
114 H 0.29 5.75 -4.51  C109 1.080
115 H -0.05 5.39 -2.10  C110 1.080
116 H 1.56 3.98 -0.90  C111 1.080
117 H 3.01 2.45 -2.06  C112 1.080
118 F -2.53 -0.62 -0.09  C119 1.344
119 C -1.25 -0.26 0.10  F118 1.344, C120 1.387, C124 1.416
120 C -0.50 0.50 -0.79  C119 1.387, C121 1.403, H125 1.080
121 C 0.84 0.85 -0.55  C120 1.403, C122 1.396, H126 1.080
122 C 1.40 0.44 0.67  C121 1.396, C123 1.386, H127 1.080
123 C 0.65 -0.21 1.63  C122 1.386, C124 1.411, H128 1.080
124 C -0.67 -0.61 1.34  C119 1.416, C123 1.411, H129 1.080
125 H -0.89 0.80 -1.74  C120 1.080
126 H 1.40 1.32 -1.35  C121 1.080
127 H 2.39 0.86 0.78  C122 1.080
128 H 1.16 -0.46 2.55  C123 1.080
129 H -1.22 -1.17 2.08  C124 1.080

These are the Löwdin partial charges, in e, on atoms 1 to 99: C -1.931; Cl 0.593; Cl 0.556; Cl 0.549; Cl 0.539; C -2.049; Cl 0.317; Cl 0.397; Cl 0.320; Cl 0.274; C -2.015; Cl 0.525; Cl 0.538; Cl 0.551; Cl 0.532; C -0.013; C -0.479; O 0.046; C -0.037; H 0.079; H 0.063; H 0.077; H 0.081; H 0.039; H 0.083; C -0.016; C -0.438; O 0.036; C -0.011; H 0.069; H 0.077; H 0.089; H 0.055; H 0.078; H 0.083; C -0.044; C -0.460; O 0.061; C 0.018; H 0.084; H 0.085; H 0.080; H 0.052; H 0.074; H 0.070; F 0.087; C -0.332; C -0.008; C -0.043; C -0.073; C -0.103; C -0.020; H 0.118; H 0.087; H 0.075; H 0.100; H 0.111; F 0.022; C -0.272; C -0.030; C -0.094; C -0.087; C -0.073; C -0.004; H 0.108; H 0.098; H 0.079; H 0.092; H 0.107; F 0.044; C -0.253; C -0.007; C -0.085; C -0.120; C -0.095; C 0.008; H 0.083; H 0.100; H 0.102; H 0.103; H 0.114; F 0.044; C -0.295; C -0.011; C -0.088; C -0.102; C -0.074; C -0.073; H 0.113; H 0.104; H 0.100; H 0.102; H 0.053; F 0.000; C -0.201; C -0.059; C -0.120; C -0.093; C -0.089